(1)
The following is a quantum chemistry calculation of the molecule C26H56N10, from OMol25.

Summary:
HOMO-LUMO gap	9.004	eV
total charge	0
E_LUMO	0.821	eV
HOMO level	-8.183	eV
molecular weight	508.804	g mol⁻¹
ΔE to the lowest compared entry with this formula, charge and spin	0.151	eV

Cartesian coordinates (Å):
C: 5.115 5.078 0.138
C: 5.364 3.785 -0.628
C: 4.344 3.586 -1.750
C: 4.526 2.262 -2.511
H: 4.503 2.461 -3.584
C: 3.450 1.211 -2.214
C: 3.563 0.659 -0.782
N: 2.433 -0.165 -0.425
C: 1.376 0.346 0.090
N: 0.326 -0.460 0.459
C: 0.180 -1.833 0.378
N: -0.866 -2.287 0.942
C: -1.245 -3.672 0.879
C: -2.772 -3.749 0.970
H: -3.086 -4.793 1.039
H: -3.072 -3.238 1.886
C: -3.435 -3.069 -0.229
H: -2.876 -2.160 -0.446
C: -3.466 -3.958 -1.472
H: -4.205 -4.750 -1.323
C: -3.806 -3.191 -2.751
H: -4.089 -3.907 -3.525
H: -4.656 -2.530 -2.573
C: -2.636 -2.359 -3.289
N: -2.504 -1.128 -2.559
C: -1.394 -0.526 -2.402
N: -0.175 -0.861 -2.953
H: -0.117 -1.793 -3.331
H: 0.646 -0.600 -2.425
N: -1.347 0.658 -1.686
C: -2.215 1.028 -0.667
N: -1.713 1.767 0.257
C: -2.553 2.199 1.352
H: -2.067 3.071 1.802
C: -2.705 1.096 2.420
C: -1.426 1.000 3.265
C: -1.202 -0.402 3.829
C: 0.079 -0.511 4.658
C: 1.344 -0.445 3.810
H: 1.325 -1.220 3.046
H: 2.225 -0.596 4.431
H: 1.440 0.518 3.316
H: 0.099 0.286 5.405
H: 0.068 -1.464 5.193
H: -1.158 -1.120 3.006
H: -2.050 -0.673 4.463
H: -1.482 1.723 4.084
H: -0.571 1.276 2.648
C: -3.931 1.344 3.307
C: -5.251 0.996 2.627
H: -5.255 -0.048 2.317
H: -5.426 1.621 1.753
H: -6.081 1.148 3.315
H: -3.838 0.734 4.208
H: -3.943 2.392 3.616
H: -2.835 0.137 1.905
H: -3.538 2.519 0.990
N: -3.494 0.615 -0.818
H: -4.077 0.581 0.001
H: -3.592 -0.124 -1.516
H: -0.436 1.085 -1.615
H: -2.832 -2.112 -4.341
H: -1.725 -2.977 -3.259
H: -2.495 -4.442 -1.602
H: -4.459 -2.786 0.025
H: -0.804 -4.213 1.729
H: -0.901 -4.162 -0.045
N: 1.124 -2.495 -0.369
H: 1.281 -3.459 -0.124
H: 1.958 -1.920 -0.510
H: -0.450 0.002 0.914
N: 1.129 1.666 0.375
H: 1.743 2.348 -0.037
H: 0.141 1.928 0.449
H: 3.697 1.485 -0.075
H: 4.446 0.018 -0.710
C: 3.473 0.067 -3.242
C: 4.838 -0.575 -3.466
H: 5.258 -0.938 -2.532
H: 4.736 -1.422 -4.142
H: 5.537 0.128 -3.912
H: 3.103 0.448 -4.198
H: 2.781 -0.704 -2.899
H: 2.468 1.696 -2.307
H: 5.506 1.848 -2.273
H: 4.440 4.423 -2.446
H: 3.336 3.642 -1.331
H: 5.325 2.942 0.065
H: 6.367 3.808 -1.060
H: 5.860 5.210 0.919
H: 4.131 5.065 0.604
H: 5.164 5.935 -0.531

Force components x, y, z for each atom (eV/Å):
0.15 -0.22 -0.05
-0.25 0.26 -0.03
0.36 -0.21 0.05
-0.40 0.08 0.03
0.11 -0.05 -0.06
0.19 -0.16 -0.05
-0.27 0.23 -0.13
0.08 -0.24 -0.11
0.31 0.13 0.11
0.02 0.40 0.19
-0.16 -0.42 -0.12
-0.12 0.18 0.14
0.02 -0.05 0.07
0.11 0.07 -0.19
-0.06 -0.07 0.06
0.01 -0.05 0.09
0.14 -0.28 0.12
-0.12 0.05 0.08
-0.20 0.28 0.00
0.06 -0.08 0.03
0.40 -0.25 -0.07
-0.07 0.03 -0.03
-0.09 0.04 -0.08
-0.09 -0.04 -0.15
-0.03 0.16 0.02
-0.10 -0.25 -0.38
-0.13 -0.01 -0.11
0.01 0.06 0.04
0.05 -0.08 0.10
0.29 0.19 -0.22
-0.11 0.27 0.10
0.17 0.06 0.11
-0.23 -0.25 -0.08
-0.17 -0.01 0.09
0.04 0.43 0.19
-0.20 -0.40 -0.18
0.17 0.23 0.22
-0.07 -0.10 -0.14
-0.11 0.01 0.21
0.05 -0.10 -0.13
0.13 0.01 -0.01
0.07 0.12 -0.13
-0.01 -0.02 0.11
0.00 0.03 0.09
-0.08 -0.01 0.03
-0.10 -0.05 -0.03
0.05 0.12 0.01
0.14 0.11 0.00
0.03 -0.24 -0.23
0.17 0.11 0.16
-0.04 -0.13 -0.05
-0.08 0.04 -0.12
-0.14 -0.01 -0.03
0.02 0.07 0.10
0.06 0.05 0.10
-0.02 -0.03 -0.04
-0.04 0.08 0.03
-0.08 0.15 0.23
0.03 0.05 0.06
-0.11 -0.09 -0.03
-0.15 0.05 0.10
0.08 -0.09 0.03
-0.05 -0.03 -0.02
0.06 -0.11 -0.03
-0.05 0.10 -0.03
-0.02 -0.06 -0.12
0.01 -0.05 0.01
-0.01 -0.22 0.14
-0.13 0.00 0.01
0.09 -0.05 -0.04
-0.03 -0.09 -0.10
0.36 0.00 -0.03
0.07 -0.05 -0.01
-0.14 0.03 -0.08
0.09 0.01 0.03
0.10 0.21 0.02
0.01 0.09 0.09
-0.22 0.07 0.00
0.14 -0.08 0.09
0.07 -0.08 -0.04
0.13 0.03 -0.03
-0.08 -0.02 0.00
-0.07 -0.01 -0.10
0.03 0.03 0.06
0.12 -0.04 -0.08
-0.08 0.05 0.03
-0.12 0.05 0.01
0.08 -0.08 -0.02
0.04 -0.10 0.00
0.03 0.10 0.10
-0.10 0.05 0.07
-0.01 0.13 -0.03

Mulliken atomic charge list, values in e, 6 entries: number 1, C, carries -1.3801; number 2, C, carries -0.2316; number 3, C, carries -0.8323; number 4, C, carries -1.3725; number 5, H, carries 0.3488; number 6, C, carries 1.4499


(2)
The following is a quantum chemistry calculation of C26H57BrF6IN4O2PSi2 as an isolated structure at a distorted geometry, from OMol25.

Summary:
HOMO-LUMO gap	7.811	eV
total charge	0
E_LUMO	-0.058	eV
HOMO level	-7.869	eV
molecular weight	865.710	g mol⁻¹

Cartesian coordinates (Å):
C: -0.288 -0.566 -7.007
C: 0.978 -1.013 -6.266
C: 0.877 -2.376 -5.530
I: -1.027 -2.455 -4.514
Si: 2.299 -2.582 -4.254
O: 1.650 -2.016 -2.825
Si: 2.220 -2.217 -1.265
C: 1.121 -1.050 -0.293
C: -0.342 -1.028 -0.773
C: -1.368 -1.127 0.357
C: -1.465 0.165 1.168
N: -0.932 0.019 2.544
C: 3.948 -1.579 -0.921
C: 5.098 -2.336 -1.474
C: 6.434 -1.636 -1.419
N: 4.947 -3.508 -1.919
C: 1.886 -3.957 -0.435
F: 2.992 -4.741 -0.336
F: 1.535 -3.673 0.861
C: 0.740 -4.861 -1.020
F: -0.114 -5.225 -0.033
F: 0.022 -4.227 -1.961
F: 1.255 -6.004 -1.529
C: 2.774 -4.426 -4.273
C: 1.608 -5.322 -4.683
F: 3.832 -4.705 -5.134
P: 3.876 -1.161 -5.127
O: 4.152 -0.126 -3.864
Br: 5.823 -2.253 -5.346
H: 0.007 0.056 -7.849
H: -0.836 -1.403 -7.422
H: -0.921 0.051 -6.386
H: 1.755 -1.085 -7.016
H: 1.193 -0.238 -5.533
H: 0.940 -3.138 -6.298
H: 1.554 -0.073 -0.512
H: 1.228 -1.188 0.777
H: -0.526 -0.092 -1.294
H: -0.556 -1.794 -1.512
H: -2.331 -1.296 -0.115
H: -1.139 -1.989 0.979
H: -2.518 0.421 1.271
H: -1.000 0.992 0.642
H: -0.327 0.800 2.743
H: -0.388 -0.829 2.574
H: 4.034 -1.585 0.169
H: 3.965 -0.532 -1.197
H: 7.220 -2.281 -1.788
H: 6.423 -0.695 -1.950
H: 6.665 -1.455 -0.371
H: 5.816 -3.899 -2.264
H: 3.068 -4.744 -3.276
H: 1.623 -5.414 -5.763
H: 1.740 -6.318 -4.278
H: 0.651 -4.950 -4.338
H: 5.026 0.255 -3.977
C: -0.608 3.343 -1.017
C: -0.746 4.470 -0.005
N: 0.526 5.061 0.361
C: 0.453 5.910 1.536
C: -0.404 7.179 1.461
C: 1.323 5.568 -0.742
C: 0.695 6.623 -1.661
H: 0.107 2.595 -0.670
H: -1.572 2.851 -1.155
H: -0.285 3.704 -1.994
H: -1.198 4.058 0.902
H: -1.460 5.212 -0.395
H: 1.470 6.185 1.828
H: 0.076 5.295 2.359
H: 0.064 7.953 0.855
H: -0.532 7.593 2.463
H: -1.399 6.980 1.063
H: 1.620 4.716 -1.361
H: 2.261 5.955 -0.337
H: -0.314 6.350 -1.973
H: 1.298 6.723 -2.566
H: 0.656 7.606 -1.195
C: -3.971 0.910 3.895
C: -4.583 0.956 5.286
N: -5.178 -0.305 5.681
C: -6.024 -0.206 6.856
C: -5.372 0.192 8.187
C: -4.296 -1.457 5.625
C: -2.994 -1.410 6.436
H: -4.700 0.555 3.163
H: -3.654 1.911 3.597
H: -3.092 0.269 3.851
H: -5.371 1.715 5.292
H: -3.816 1.302 5.998
H: -6.546 -1.157 6.988
H: -6.809 0.523 6.632
H: -4.775 -0.616 8.607
H: -6.148 0.429 8.917
H: -4.740 1.075 8.085
H: -4.032 -1.628 4.578
H: -4.869 -2.342 5.914
H: -2.457 -0.471 6.295
H: -2.332 -2.213 6.108
H: -3.166 -1.553 7.502

Force components x, y, z for each atom (eV/Å):
0.51 0.17 -0.38
-1.13 -0.26 0.17
0.59 1.19 0.00
0.04 -0.31 -0.25
-0.90 -0.19 -0.27
1.56 -0.99 0.05
-0.77 1.23 0.40
0.12 0.04 -0.70
-0.21 -0.10 0.41
0.17 0.48 -0.74
-0.45 -0.41 0.89
-0.03 0.08 -0.59
-0.53 -0.62 0.12
0.95 0.38 -0.31
-0.14 -0.53 0.46
-0.68 -0.13 -0.33
0.12 -0.43 -0.24
-0.14 0.04 -0.03
-0.04 0.14 -0.05
-0.16 -0.80 0.88
0.35 0.21 -0.69
0.40 -0.37 0.29
-0.44 0.86 -0.09
-0.76 -0.42 0.57
0.33 -0.07 -0.06
0.31 0.17 -0.14
0.14 0.58 -0.73
-0.06 -0.57 0.35
0.02 -0.15 0.38
0.05 0.15 -0.13
-0.24 -0.16 0.05
-0.35 -0.13 0.19
0.49 0.03 0.17
0.45 0.21 -0.03
-0.41 -0.47 0.11
0.17 0.20 0.11
-0.08 -0.11 0.19
-0.02 0.16 -0.19
0.12 -0.24 -0.05
-0.23 -0.24 0.03
-0.10 -0.11 0.24
-0.19 0.16 -0.05
0.24 0.09 -0.14
0.19 -0.02 0.26
0.28 -0.01 0.22
0.00 0.01 0.22
0.06 0.24 -0.21
0.16 -0.05 -0.33
0.00 0.24 -0.10
0.03 0.32 0.14
0.15 -0.06 -0.04
0.37 0.19 0.23
-0.27 0.12 -0.25
0.07 -0.20 0.09
-0.19 0.08 -0.03
0.15 0.37 -0.04
-0.05 -0.02 -0.06
-0.08 -0.06 -0.13
0.10 0.02 0.16
-0.04 0.03 0.22
0.06 0.06 0.05
0.09 -0.07 -0.25
0.10 0.06 -0.02
0.06 0.03 -0.01
-0.01 0.00 0.00
0.02 -0.01 0.00
0.04 0.09 0.07
-0.04 -0.03 0.00
0.04 0.00 -0.10
-0.05 -0.05 -0.06
-0.03 -0.02 -0.06
0.00 -0.02 0.01
0.00 -0.02 -0.02
-0.07 -0.03 0.02
-0.05 0.04 0.12
-0.01 -0.02 0.02
0.01 -0.02 0.00
-0.09 -0.01 0.03
0.00 0.00 0.01
0.11 0.09 -0.12
-0.14 -0.06 0.08
-0.17 0.08 0.10
-0.06 -0.06 0.07
0.17 -0.14 -0.18
0.00 -0.11 0.05
-0.04 -0.02 0.04
0.02 0.01 0.01
0.03 0.02 -0.05
-0.07 -0.06 0.10
0.00 0.03 -0.02
0.08 -0.06 -0.04
0.06 0.05 -0.06
0.06 0.02 -0.03
-0.01 0.00 -0.01
0.02 0.00 -0.03
0.01 0.08 -0.01
-0.08 0.07 0.09
-0.02 0.01 -0.03
0.00 0.00 -0.02
0.00 0.09 0.02

Mulliken atomic charge list, values in e, 6 entries: number 1, C, carries -1.5511; number 2, C, carries -0.5225; number 3, C, carries -0.4987; number 4, I, carries 0.0499; number 5, Si, carries 0.2115; number 6, O, carries 0.2095